Record 1
11
Properties=species:S:1:pos:R:3:nbo_charge:R:1 method="wB97M-V/def2-TZVPD" e_lumo_ha="-0.25524 / -0.25527" homo_ev="-15.15 / -15.15" spin_multiplicity=1 orbital_gap_ev="8.201 / 8.202" charge=+1
H 0.3843 -0.3558 2.0515 0.266
H -1.3060 0.8491 -0.8622 0.267
I 2.6196 0.0444 0.0094 0.360
C -0.1733 0.1860 1.3656 -0.674
S 0.4292 -0.5368 -0.2303 0.745
H -1.2079 -0.0303 1.5230 0.267
O 0.3838 -2.7741 0.3020 -0.321
H -0.0945 1.2081 1.3420 0.243
H 0.2463 1.1620 -1.7615 0.274
C -0.5511 0.4038 -1.4245 -0.721
H -0.7304 -0.1564 -2.3149 0.294

=====

Record 2
11
Properties=species:S:1:pos:R:3:nbo_charge:R:1 method="wB97M-V/def2-TZVPD" e_lumo_ha="-0.06653 / -0.01793" homo_ev="-8.77 / -8.39" spin_multiplicity=1 orbital_gap_ev="6.960 / 7.904" charge=0
S 1.7593 -0.4656 2.1621 -0.418
C -0.2849 -1.8141 -1.4011 -0.486
H -0.6575 2.1421 -0.0673 0.252
H 0.6179 -2.2032 -1.5686 0.167
C 0.2963 1.7629 0.4090 -0.979
I -1.8490 -0.2849 1.7925 -0.088
H -0.6426 -1.0923 -2.1264 0.173
H 1.0363 1.9236 -0.4057 0.246
P 0.3330 -0.0468 0.8806 0.682
H -1.1354 -2.3611 -0.9565 0.191
H 0.5267 2.4395 1.2812 0.258

=====

Record 3
11
Properties=species:S:1:pos:R:3:nbo_charge:R:1 method="wB97M-V/def2-TZVPD" e_lumo_ha="-0.36777 / -0.35415" homo_ev="-15.81 / -18.79" spin_multiplicity=2 orbital_gap_ev="5.799 / 9.154" s_squared=0.751 charge=+2
C -0.4022 -0.2504 -0.3292 -0.088
H 1.3436 -0.2982 -1.6082 0.239
H -0.8952 0.5098 -0.9479 0.225
H -1.1438 -0.9170 0.1253 0.204
C 0.6803 -0.9894 -1.0723 -0.652
O -0.4886 1.6086 1.1150 -0.710
H 1.2682 -1.6198 -0.3938 0.241
O 0.2382 0.4301 0.7897 -0.296
H 0.1930 -1.6365 -1.8129 0.271
La -1.5064 1.6551 3.6121 1.924
H 0.7129 1.5078 0.5222 0.641

=====

Record 4
18
Properties=species:S:1:pos:R:3:nbo_charge:R:1 method="wB97M-V/def2-TZVPD" e_lumo_ha="0.18016 / 0.17508" homo_ev="0.66 / 0.34" spin_multiplicity=6 orbital_gap_ev="4.247 / 4.424" s_squared=8.758 charge=-2
H 1.7350 -1.9944 -0.7582 0.487
H -1.9895 -2.1201 -0.1124 0.486
O 1.1484 -1.4481 -1.3017 -0.937
O -1.1451 -1.7626 0.1814 -0.931
Mn 0.0520 0.0046 -0.1372 1.523
H -0.7764 -2.4266 0.7777 0.482
H 0.9353 -1.9857 -2.0743 0.480
O 1.2541 1.9126 -0.3521 -0.922
O -2.7670 1.7678 -2.1881 -0.866
C 0.7274 0.0477 2.5325 0.927
H 1.0633 2.8547 -0.3083 0.486
O -1.9254 1.2115 -0.1062 -0.882
H 2.2138 1.8471 -0.4055 0.469
O 1.4627 -0.3363 1.5349 -0.994
C -1.9052 1.2907 -1.3924 0.927
O -0.7939 0.7731 -1.8295 -0.979
O -0.4309 0.4304 2.1895 -0.859
O 1.1414 -0.0663 3.7501 -0.898

=====

Record 5
10
Properties=species:S:1:pos:R:3:nbo_charge:R:1 method="wB97M-V/def2-TZVPD" e_lumo_ha=0.04610 homo_ev=-8.01 spin_multiplicity=1 orbital_gap_ev=9.262 smiles=C1CNN1 charge=0
H 0.2583 1.0922 -1.4760 0.196
N -1.1471 0.5825 0.3360 -0.477
C -0.1386 0.2593 -0.8241 -0.252
H -0.8787 -0.7890 1.6894 0.347
N -0.2796 -0.0615 1.2690 -0.483
C 0.7177 -0.4490 0.2339 -0.245
H 1.6985 0.0605 0.3110 0.187
H 0.8828 -1.5427 0.1449 0.193
H -0.7562 -0.3819 -1.4567 0.196
H -1.2535 1.5379 0.6588 0.339

=====

Record 6
10
Properties=species:S:1:pos:R:3:nbo_charge:R:1 method="wB97M-V/def2-TZVPD" e_lumo_ha=0.04191 homo_ev=-8.20 spin_multiplicity=1 orbital_gap_ev=9.336 smiles="C=NNC" charge=0
H -1.4027 -1.4133 -0.3414 0.229
H -2.0554 -0.2167 1.1631 0.177
H -0.0900 1.3309 0.0546 0.350
C 1.9331 -0.0271 -0.0089 -0.196
H -2.1625 0.4876 -0.9016 0.193
C -1.5368 -0.2177 0.0075 -0.406
H 2.7196 -0.7176 -0.0432 0.190
N 0.8078 -0.6056 -0.0163 -0.193
N -0.2392 0.2513 -0.0331 -0.490
H 2.0261 1.1280 0.1194 0.147

=====

Respective maximum force values: 4.53, 4.80, 3.84, 3.37, 2.28, 4.07 eV/A.
Respective ΔE to the lowest compared entry with this formula, charge and spin values: 122.05, 58.83, 134.57, 23.59, 69.69, 88.42 kcal per mole.